[1]
The following is a DFT calculation (ωB97M-V/def2-TZVPD) of a molecular structure, C45H43FN2OPRbSSi in a non-equilibrium geometry.

Electronic energy = -3078.349288 a.u.
Energy relative to the best compared isomer or geometry (same formula, charge and spin) = 9.6 kcal/mol
Charge = -2
HOMO-LUMO gap (spin up / spin down) = 3.75 / 4.07 eV
HOMO (spin up / spin down) = 0.2 / -0.2 eV

Atoms and positions in Å:
Rb -1.010 1.608 -0.010
O -1.185 -0.106 1.812
C -1.640 -1.181 1.365
C -2.209 -2.292 2.072
C -2.476 -2.541 3.433
C -2.974 -3.801 3.765
C -3.174 -4.788 2.800
C -2.865 -4.521 1.444
C -2.390 -3.280 1.106
P -1.661 -2.170 -0.343
C -0.181 -3.280 -0.440
C 0.828 -3.082 0.506
C 1.941 -3.908 0.549
C 2.058 -4.970 -0.340
C 1.047 -5.195 -1.263
C -0.061 -4.357 -1.314
C -2.980 -2.844 -1.527
C -4.290 -2.980 -1.075
C -5.290 -3.488 -1.898
C -4.984 -3.923 -3.179
C -3.679 -3.807 -3.642
C -2.700 -3.244 -2.836
H -2.300 -1.782 4.185
H -3.204 -4.027 4.802
H -3.557 -5.759 3.095
H -3.003 -5.297 0.694
H 0.742 -2.262 1.208
H 2.723 -3.706 1.272
H 2.932 -5.611 -0.317
H 1.118 -6.026 -1.956
H -0.836 -4.564 -2.042
H -4.531 -2.685 -0.062
H -6.306 -3.560 -1.526
H -5.756 -4.340 -3.816
H -3.426 -4.125 -4.647
H -1.706 -3.086 -3.241
C 3.866 1.295 4.146
C 4.170 -0.174 3.826
C 5.593 -0.478 4.296
C 3.206 -1.073 4.613
C 3.987 -0.427 2.326
C 5.020 -0.918 1.523
C 4.807 -1.192 0.169
C 3.562 -0.976 -0.380
S 2.978 -1.291 -1.994
C 1.349 -0.758 -1.482
N 1.313 -0.284 -0.230
C 2.504 -0.450 0.402
C 2.740 -0.186 1.755
C 0.223 -0.852 -2.323
C 0.357 -0.784 -3.744
C -0.703 -0.390 -4.530
C -1.943 -0.087 -3.941
C -2.128 -0.403 -2.596
C -1.120 -0.912 -1.777
H 3.989 1.485 5.217
H 2.845 1.559 3.870
H 4.541 1.955 3.597
H 5.672 -0.278 5.368
H 6.327 0.147 3.781
H 5.855 -1.525 4.128
H 3.319 -0.905 5.689
H 3.408 -2.126 4.403
H 2.168 -0.875 4.344
H 6.000 -1.110 1.939
H 5.615 -1.590 -0.436
H 1.904 0.174 2.344
H 1.331 -0.941 -4.197
H -0.563 -0.281 -5.600
H -2.763 0.303 -4.530
H -3.144 -0.357 -2.212
C -2.044 6.368 -3.091
Si -0.926 4.950 -2.520
C 0.834 5.406 -3.042
C -1.396 3.453 -3.544
N -1.112 4.552 -0.889
C -0.888 5.365 0.151
C -0.380 6.697 0.113
C -0.158 7.461 1.250
C -0.421 6.968 2.522
C -0.932 5.669 2.619
C -1.154 4.939 1.482
F -1.667 3.678 1.642
H -1.913 6.587 -4.156
H -1.847 7.285 -2.527
H -3.091 6.097 -2.925
H 0.905 5.517 -4.130
H 1.519 4.609 -2.740
H 1.182 6.334 -2.583
H -1.353 3.666 -4.618
H -2.413 3.126 -3.309
H -0.735 2.602 -3.356
H -0.145 7.123 -0.856
H 0.240 8.464 1.132
H -0.238 7.558 3.410
H -1.167 5.212 3.573

[2]
The following is a DFT calculation (ωB97M-V/def2-TZVPD) of a molecular structure, C25H25BMgN8O2 in a non-equilibrium geometry.

Electronic energy = -1781.377465 a.u.
HOMO-LUMO gap = 8.50 eV
HOMO = -8.4 eV

Atoms and positions in Å:
H 0.254 -1.958 -4.427
N 1.139 -0.117 -3.833
B 2.581 2.008 -3.746
N 2.012 0.761 -4.479
C 2.255 0.312 -5.723
Mg 0.059 0.178 -2.111
H 2.857 0.888 -6.410
C 1.580 -0.898 -5.898
H 1.561 -1.504 -6.782
C 0.900 -1.131 -4.693
H 3.131 2.731 -4.514
C 2.134 0.687 2.871
H 1.222 0.612 3.469
H 1.852 0.851 1.828
H 2.736 1.530 3.222
N 3.547 1.468 -2.642
N 1.493 2.782 -2.939
N 3.025 0.663 -1.661
N 0.634 2.122 -2.066
C 4.851 1.688 -2.408
C 1.311 4.110 -2.829
H 5.409 2.303 -3.083
H 1.869 4.773 -3.476
C 5.193 1.019 -1.236
C 0.358 4.340 -1.833
C 4.001 0.390 -0.802
C -0.031 3.068 -1.372
H 6.149 1.000 -0.758
H -0.009 5.285 -1.487
H 3.827 -0.217 0.078
H -0.732 2.780 -0.595
H 2.690 -0.220 2.954
O -0.454 -1.859 -1.637
C -0.850 -1.421 -0.519
N -1.593 -2.070 0.430
C -1.924 -1.188 1.525
C -1.232 0.125 1.050
O -1.234 1.200 1.653
N -0.603 -0.125 -0.139
C -3.444 -1.089 1.647
C -4.138 0.089 1.375
C -5.533 0.117 1.485
C -6.228 -1.035 1.855
C -5.531 -2.218 2.122
C -4.140 -2.242 2.021
C -1.228 -1.641 2.794
C -1.764 -1.369 4.056
C -1.039 -1.708 5.204
C 0.220 -2.305 5.090
C 0.745 -2.588 3.823
C 0.014 -2.264 2.677
H -2.001 -2.974 0.212
H -3.595 0.990 1.092
H -6.065 1.045 1.273
H -7.314 -1.013 1.954
H -6.060 -3.129 2.402
H -3.592 -3.158 2.238
H -2.740 -0.885 4.129
H -1.470 -1.493 6.184
H 0.795 -2.548 5.986
H 1.725 -3.054 3.712
H 0.418 -2.495 1.688

[3]
The following is a DFT calculation (ωB97M-V/def2-TZVPD) of a molecular structure, C15H37Hf2NO10 in a non-equilibrium geometry.

Electronic energy = -1492.971311 a.u.
Charge = +6
HOMO-LUMO gap = 0.80 eV
HOMO = -19.7 eV

Atoms and positions in Å:
Hf 1.536 -1.003 3.894
Hf -4.046 -3.251 -2.994
N -1.536 -1.370 -0.040
O -1.360 -1.622 -1.183
O -2.617 -1.799 0.255
O -0.697 -0.980 0.815
C 4.766 -5.310 1.349
C 4.850 -3.852 0.850
C 5.054 -3.895 -0.659
O 3.744 -3.079 1.292
H 4.060 -5.966 0.839
H 4.506 -5.287 2.407
H 5.652 -5.946 1.347
H 5.777 -3.434 1.243
H 5.783 -4.610 -1.040
H 5.317 -2.881 -0.959
H 4.129 -4.099 -1.199
C 2.862 0.185 -5.218
O 3.483 0.364 -6.496
C 2.828 -0.098 -7.656
C 3.417 0.623 -8.924
O 3.115 1.996 -8.963
C 4.083 2.878 -8.382
H 1.802 0.411 -5.101
H 3.384 0.569 -4.341
H 2.878 -0.868 -4.935
H 1.776 0.158 -7.524
H 2.882 -1.186 -7.686
H 2.876 0.195 -9.768
H 4.481 0.459 -9.093
H 4.207 2.634 -7.327
H 3.580 3.845 -8.413
H 4.994 3.011 -8.966
C 4.124 2.495 4.129
O 3.883 1.561 3.081
C 4.452 2.070 1.885
C 3.364 3.019 1.367
O 2.086 2.439 1.623
C 1.114 3.024 0.675
H 3.785 3.509 3.919
H 5.205 2.593 4.234
H 3.809 2.204 5.131
H 4.743 1.304 1.166
H 5.475 2.432 1.982
H 3.508 2.990 0.287
H 3.423 4.075 1.631
H 1.354 2.798 -0.364
H 1.201 4.105 0.778
H 0.097 2.790 0.991
C -7.059 -0.116 4.045
O -8.354 0.162 4.577
C -9.126 -1.004 4.859
C -10.584 -0.657 4.994
O -10.832 0.024 6.213
C -10.790 1.438 6.186
H -7.116 -0.905 3.296
H -6.289 -0.360 4.777
H -6.633 0.775 3.582
H -8.775 -1.547 5.736
H -9.135 -1.760 4.073
H -11.157 -1.584 5.014
H -10.951 -0.187 4.081
H -11.365 1.938 5.406
H -9.810 1.898 6.061
H -11.215 1.682 7.160

> electronic energy of number 2 (C25H25BMgN8O2)?

-1781.377465 a.u.

> Which of these has the highest electronic energy?

C15H37Hf2NO10

> Which value of electronic energy does entry 3 give?

-1492.971311 a.u.

> What is the electronic energy in the second record?

-1781.377465 a.u.